1.
Entry from the OMol25 dataset: a cluster of 2 separate species, C3H8NOP in total in a non-equilibrium geometry (ωB97M-V/def2-TZVPD).

HOMO energy (spin up / spin down) (eV): -8.4 / -7.4
E_LUMO (spin up / spin down) (Ha): 0.02636 / 0.02210
Energy relative to the best compared isomer or geometry (same formula, charge and spin) (kJ/mol): 398.4

Geometry as ORCA input:
```
! RIJCOSX wB97M-V def2-TZVPD def2/J DEFGRID3
* xyz 0 1
N -2.70 0.07 0.51
C -0.19 -0.08 -0.46
C 0.08 -1.53 -0.45
O -1.01 0.55 -1.36
H 2.80 1.20 -0.61
H 1.66 2.64 -0.43
H -3.09 0.22 1.43
H 2.16 1.67 1.06
H -3.43 0.22 -0.18
H 0.91 -1.76 0.22
C 2.14 1.79 -0.01
P -1.33 1.09 0.21
H -0.80 -2.08 -0.12
H 0.33 -1.86 -1.46
*
```

natural (NBO) population analysis, charges in e, atoms 1 to 8: number 1, N, carries -1.18; number 2, C, carries 0.04; number 3, C, carries -0.70; number 4, O, carries -0.70; number 5, H, carries 0.17; number 6, H, carries 0.17; number 7, H, carries 0.38; number 8, H, carries 0.17

2.
Entry from the OMol25 dataset: the ion C5H15N2 with charge +1 in a non-equilibrium geometry (ωB97M-V/def2-TZVPD).

SMILES: C[NH2+]CC[C@@H](C)N
HOMO energy (eV): -14.3
E_LUMO (Ha): -0.10401
Energy relative to the best compared isomer or geometry (same formula, charge and spin) (kJ/mol): 64.6

Geometry as ORCA input:
```
! RIJCOSX wB97M-V def2-TZVPD def2/J DEFGRID3
* xyz 1 1
H -1.89 1.19 0.24
H -0.57 0.35 -1.77
H -1.33 -0.73 1.71
C 0.72 -2.18 1.67
H -2.03 -1.20 0.26
C -0.92 0.77 0.34
C -0.05 2.42 -1.44
H 1.83 1.11 -0.33
H 1.64 0.45 -1.74
H 0.82 -1.34 2.35
C -0.17 0.99 -0.98
H 0.84 -1.06 -0.03
H -0.10 -2.33 -0.26
H 1.62 -2.62 1.37
N 1.25 0.40 -0.82
H -0.90 2.85 -1.96
H 0.01 -2.83 2.14
C -1.11 -0.76 0.64
H 0.15 3.17 -0.66
H 0.71 2.59 -2.21
H -0.38 1.20 1.18
N 0.07 -1.59 0.45
*
```

natural (NBO) population analysis, charges in e, atoms 1 to 8: number 1, H, carries 0.25; number 2, H, carries 0.20; number 3, H, carries 0.22; number 4, C, carries -0.40; number 5, H, carries 0.24; number 6, C, carries -0.41; number 7, C, carries -0.66; number 8, H, carries 0.38

3.
Entry from the OMol25 dataset: a cluster of 5 separate species, C33H75F3O16PS4 in total in a non-equilibrium geometry (ωB97M-V/def2-TZVPD).

HOMO energy (eV): -5.0
E_LUMO (Ha): 0.06593

Geometry as ORCA input:
```
! RIJCOSX wB97M-V def2-TZVPD def2/J DEFGRID3
* xyz -1 1
C -2.79 3.76 1.19
H -5.36 1.79 -0.01
H 13.26 2.89 1.55
H -4.04 -6.91 -4.69
H -0.73 -7.46 -5.36
F -0.51 3.94 -2.57
H -3.56 4.45 3.21
H 1.19 -1.87 3.89
C 13.06 2.05 2.22
H 2.26 0.39 -2.45
C 0.48 1.83 -1.96
O -8.19 4.36 4.33
O 11.18 0.31 2.72
C -2.37 2.57 3.47
H -4.43 3.00 2.58
H 13.71 1.21 1.99
C 3.18 -0.70 1.02
H -6.45 5.83 7.84
H -2.44 -0.14 0.88
O 5.88 1.81 0.06
C -4.24 1.73 0.19
H 9.34 2.48 -0.75
H 1.15 -3.36 -5.61
F 1.15 3.27 -3.88
H -5.15 -5.56 -4.54
C 2.38 -1.77 0.15
C 9.07 1.55 -0.25
S 11.37 1.56 2.04
C -3.28 -5.07 -5.51
H -4.04 1.29 1.21
H 6.03 3.48 1.40
H -1.39 2.41 2.94
H -4.58 -6.36 -9.19
H -2.34 -0.72 5.04
C -1.65 -1.06 -0.97
S -7.26 3.68 5.19
H -0.36 0.12 3.42
H -4.55 0.15 -1.42
C -4.09 -5.84 -4.50
H -8.16 1.55 4.80
H 1.89 -0.13 4.08
O 11.41 1.28 0.45
C -3.65 3.20 -0.02
H 0.97 -7.90 -5.00
C 2.08 -3.47 -3.68
O -7.25 4.40 6.63
H -8.95 2.36 6.18
C -0.50 0.38 4.52
C -3.68 0.66 -0.88
H 4.29 1.78 1.46
H -1.72 3.42 1.04
C -8.00 2.15 5.70
C 0.01 -7.62 -4.58
H 0.56 -1.69 1.46
H -2.15 3.15 4.43
C -2.03 0.37 4.94
H -3.05 1.15 -1.68
H 1.88 -3.85 -2.68
H -1.62 -2.18 -0.73
H 1.28 0.47 -0.53
H 5.51 3.91 -0.33
H -3.36 -3.99 -5.35
C 4.51 1.51 0.38
H 2.74 -2.82 0.40
H 2.57 -1.65 -0.97
H 1.21 2.49 -1.38
H 10.59 0.34 -1.16
H 3.01 -3.93 -4.02
C 1.41 -1.02 4.61
C 0.95 -3.81 -4.63
H -0.32 -8.39 -3.89
H -4.45 3.95 -0.34
O -3.64 -5.40 -6.86
H -3.96 -4.72 -9.53
H 8.26 1.06 -0.79
O 0.22 -0.60 5.30
O -6.11 -5.67 -6.92
H -8.26 6.87 6.45
S -5.04 -4.85 -7.44
H -0.01 1.39 4.70
C 4.31 -0.06 0.10
H 0.00 -3.39 -4.28
C 0.06 2.79 -3.16
O -5.07 -3.42 -7.33
H 13.20 2.36 3.25
C -2.89 -0.48 -0.10
O 10.54 2.70 2.30
H 1.02 0.40 -3.77
C -6.52 5.62 6.77
H 2.22 -2.39 -3.61
F -0.87 2.18 -3.98
H 4.08 -0.13 -1.01
H -2.77 4.90 1.07
H -7.28 6.65 5.01
H -2.22 -5.33 -5.40
H 10.04 -0.29 0.39
H -6.71 7.72 6.29
O 1.23 -6.34 -2.66
C 6.14 3.21 0.30
H 7.22 3.45 0.04
C -3.40 3.48 2.64
H 2.51 0.12 1.44
H -3.93 1.39 4.52
S 0.21 -6.12 -3.65
O -5.91 3.43 4.78
C 0.80 -1.75 0.35
H 3.81 2.10 -0.29
O 0.49 -0.72 -2.18
H -7.32 1.64 6.38
H -5.51 5.51 6.39
C 10.28 0.63 -0.15
H -2.07 0.84 5.97
H 3.61 -1.23 1.93
C -7.23 6.78 6.10
C 1.15 0.50 -2.64
H -2.95 3.13 -0.92
C -2.98 1.18 3.93
O -0.60 1.33 -1.14
H -3.20 0.47 3.08
H 0.40 -2.74 -0.01
H 5.33 -0.54 0.24
H -3.74 -5.64 -3.49
H -0.31 0.23 0.76
H -5.70 -5.06 -9.67
P 0.01 -0.24 -0.57
H -1.94 -0.97 -2.06
H -3.63 -1.30 0.16
O -1.09 -5.62 -3.30
C -4.79 -5.30 -9.13
H 8.70 1.81 0.74
O 0.82 -5.22 -4.84
H 2.15 -1.45 5.36
*
```

Löwdin population analysis, charges in e, atoms 1 to 8: number 1, C, carries -0.20; number 2, H, carries 0.10; number 3, H, carries 0.07; number 4, H, carries 0.08; number 5, H, carries 0.07; number 6, F, carries 0.05; number 7, H, carries 0.10; number 8, H, carries 0.09

4.
Entry from the OMol25 dataset: a structure of composition C25H28N3O3SSe2W in a non-equilibrium geometry (ωB97M-V/def2-TZVPD).

HOMO energy (spin up / spin down) (eV): -9.3 / -10.3
E_LUMO (spin up / spin down) (Ha): -0.10296 / -0.12192
Energy relative to the best compared isomer or geometry (same formula, charge and spin) (kJ/mol): 72.8

Geometry as ORCA input:
```
! RIJCOSX wB97M-V def2-TZVPD def2/J DEFGRID3
* xyz 1 3
C -1.01 3.08 0.60
C -1.64 -3.21 3.94
H 2.84 -0.75 -2.28
C -0.39 4.20 1.14
N -2.43 0.77 -0.33
C 1.01 0.26 -4.13
H -3.42 -1.08 -0.52
C 3.04 0.30 -2.13
C -0.76 -0.74 3.05
N -1.21 -1.69 2.20
H 0.94 -0.81 -3.95
C -1.23 -2.25 4.86
H 3.50 -4.64 0.28
H -4.16 3.61 1.74
C 2.72 -4.08 -0.22
C -1.12 5.08 1.91
C 1.37 -2.10 -0.39
H -1.98 -4.19 4.25
H -3.05 5.58 2.75
H -0.44 -0.27 5.10
C 1.07 -3.93 -1.95
H 0.67 4.35 0.97
S -0.24 0.76 2.41
C -0.78 -1.03 4.42
H -1.25 -2.47 5.92
C 0.67 -2.66 -1.48
H 1.83 0.47 -4.82
H -0.98 -2.59 -2.85
C -1.62 -2.90 2.61
H 3.65 4.08 0.11
H 0.56 -4.34 -2.81
C -3.21 -0.19 -1.12
C 2.07 -4.63 -1.33
H 4.69 0.97 -0.88
O -1.27 -1.45 0.88
H 3.79 -0.38 -0.21
C 2.38 -2.83 0.25
H 0.08 0.63 -4.56
C -2.48 4.88 2.14
C 3.70 0.55 -0.76
Se 2.76 1.73 0.47
C 3.08 3.40 -0.51
H -2.22 0.26 -2.97
H 3.63 3.17 -1.42
C -3.05 1.74 0.21
H -0.63 5.95 2.34
W -0.40 0.28 -0.09
H 2.87 -2.38 1.10
H 2.36 -5.61 -1.70
H -4.14 0.25 -1.47
H -1.92 -3.57 1.82
C -3.10 3.78 1.58
C -2.32 -0.58 -2.28
O -0.31 2.21 -0.12
H 3.69 0.65 -2.93
C -2.38 2.86 0.82
C -0.48 -2.03 -2.07
O 1.10 -0.88 0.01
H -4.14 1.74 0.19
Se 1.32 1.20 -2.46
H -2.73 -1.43 -2.83
N -1.00 -0.91 -1.72
H 2.12 3.83 -0.79
*
```

natural (NBO) population analysis, charges in e, atoms 1 to 8: number 1, C, carries 0.37; number 2, C, carries -0.26; number 3, H, carries 0.23; number 4, C, carries -0.27; number 5, N, carries -0.52; number 6, C, carries -0.79; number 7, H, carries 0.22; number 8, C, carries -0.56

5.
Entry from the OMol25 dataset: a structure of composition C9H15IrN5OS in a non-equilibrium geometry (ωB97M-V/def2-TZVPD).

HOMO energy (spin up / spin down) (eV): -23.3 / -24.0
E_LUMO (spin up / spin down) (Ha): -0.51259 / -0.66175

Geometry as ORCA input:
```
! RIJCOSX wB97M-V def2-TZVPD def2/J DEFGRID3
* xyz 4 6
H 0.55 -2.07 0.61
H -3.24 4.30 3.23
C 1.08 -2.24 -0.33
N 1.39 0.21 -0.39
C -2.03 -2.57 -2.48
H 1.65 2.27 -0.50
C 3.25 -1.15 -1.17
H -1.96 -1.99 -3.41
N -3.08 3.91 2.29
H -2.07 2.34 4.03
H -0.47 0.79 3.47
H -3.49 4.46 1.54
C 1.92 -1.01 -0.64
Ir -0.68 0.38 0.64
C 4.00 -0.01 -1.42
S -2.27 2.27 0.38
H -1.91 0.06 3.17
C -2.45 2.80 2.08
H 4.00 2.15 -1.37
H 3.66 -2.13 -1.34
H 5.01 -0.11 -1.80
H -1.83 -3.61 -2.73
N -1.29 0.82 2.85
C 2.11 1.30 -0.66
N 0.13 -2.55 -1.38
C 3.45 1.23 -1.17
H 1.74 -3.09 -0.19
O -1.45 -1.06 -0.74
H 0.38 -3.29 -2.03
C -1.09 -2.02 -1.48
N -1.94 2.05 3.06
H -3.06 -2.46 -2.14
*
```

Löwdin population analysis, charges in e, atoms 1 to 8: number 1, H, carries 0.13; number 2, H, carries 0.19; number 3, C, carries -0.07; number 4, N, carries -0.01; number 5, C, carries 0.07; number 6, H, carries 0.15; number 7, C, carries 0.16; number 8, H, carries 0.14

6.
Entry from the OMol25 dataset: a cluster of 5 separate species, C29H33N6O2 in total in a non-equilibrium geometry (ωB97M-V/def2-TZVPD).

HOMO energy (eV): -11.1
E_LUMO (Ha): -0.18398

Geometry as ORCA input:
```
! RIJCOSX wB97M-V def2-TZVPD def2/J DEFGRID3
* xyz 1 1
C 1.20 3.16 -3.97
H 1.51 -1.80 -2.64
C -1.89 1.23 2.99
N -1.92 -0.87 3.77
N -0.17 1.40 -5.64
H 2.67 2.91 -0.58
H -1.04 3.40 1.42
H 1.21 -0.02 -5.11
H -0.09 -5.52 -5.35
C 1.23 2.96 2.05
H 3.51 0.57 -0.32
C 1.11 -2.61 -3.24
H -3.70 -4.00 1.87
C -6.09 -4.16 4.24
H -0.28 4.59 -4.58
C -4.16 -4.03 2.85
C -5.54 -4.11 2.97
H 3.19 1.94 4.32
C 2.12 1.80 2.44
H 5.49 -0.14 -1.68
H 5.56 3.82 -3.33
H 6.53 1.53 -3.22
C 4.00 1.26 -1.00
C 3.53 2.56 -1.14
C 1.63 1.85 -4.12
N -3.33 -3.99 3.89
C 5.13 3.07 -2.67
C -1.98 2.71 3.29
C -1.75 0.77 1.66
H 2.50 1.48 -3.60
H -0.83 -1.73 -3.48
H 1.45 1.94 4.53
O 0.31 3.34 2.99
H -1.55 -1.01 0.46
H 2.26 0.44 4.12
C -3.88 -4.04 5.11
H 1.74 3.83 -3.32
H 3.10 2.01 2.01
H -3.18 -4.01 5.94
N 1.96 -3.61 -3.49
C -0.65 -3.63 -4.48
H -1.66 -3.64 -4.87
C 5.68 1.79 -2.61
C 0.22 -4.68 -4.75
H -6.16 -4.15 2.09
C 2.27 1.52 3.95
C -1.01 3.56 2.50
H -7.16 -4.23 4.37
O 1.30 3.50 0.98
H -1.76 -2.46 2.50
H 1.72 0.94 1.91
N -1.97 0.43 4.03
C -0.56 2.66 -5.49
C 5.10 0.87 -1.76
C -5.24 -4.12 5.33
C 0.91 1.02 -4.97
H -1.44 2.95 -6.05
C 0.08 3.58 -4.67
H -2.00 -1.49 4.57
H 2.21 -5.42 -4.42
N 4.08 3.46 -1.96
H -3.01 3.04 3.13
C -1.78 -1.38 2.57
H -1.76 2.86 4.35
C -1.68 -0.59 1.44
C -0.19 -2.57 -3.71
H -1.27 4.61 2.65
C 1.51 -4.62 -4.23
H -1.70 1.46 0.82
H -5.63 -4.16 6.34
*
```

natural (NBO) population analysis, charges in e, atoms 1 to 8: number 1, C, carries -0.17; number 2, H, carries 0.18; number 3, C, carries 0.22; number 4, N, carries -0.22; number 5, N, carries -0.42; number 6, H, carries 0.22; number 7, H, carries 0.20; number 8, H, carries 0.19

7.
Entry from the OMol25 dataset: an isolated molecule of C3H5N3O in a non-equilibrium geometry (ωB97M-V/def2-TZVPD).

SMILES: Nc1n[nH]cc1O
HOMO energy (eV): -8.8
E_LUMO (Ha): 0.03682
Energy relative to the best compared isomer or geometry (same formula, charge and spin) (kJ/mol): 235.5

Geometry as ORCA input:
```
! RIJCOSX wB97M-V def2-TZVPD def2/J DEFGRID3
* xyz 0 1
O -1.32 1.66 -0.08
N 0.97 -1.21 -0.07
H 1.24 2.07 0.20
C 0.97 1.07 0.05
C -0.23 -0.67 0.00
H 2.71 -0.05 0.14
H -1.36 -2.14 -0.70
N -1.41 -1.43 0.03
H -2.07 1.15 0.05
N 1.70 -0.02 -0.04
C -0.30 0.65 0.06
H -1.45 -1.94 0.85
*
```

natural (NBO) population analysis, charges in e, atoms 1 to 8: number 1, O, carries -0.66; number 2, N, carries -0.28; number 3, H, carries 0.22; number 4, C, carries -0.06; number 5, C, carries 0.20; number 6, H, carries 0.41; number 7, H, carries 0.37; number 8, N, carries -0.84

8.
Entry from the OMol25 dataset: a cluster of 2 separate species, C3H11N2 in total in a non-equilibrium geometry (ωB97M-V/def2-TZVPD).

HOMO energy (eV): -14.9
E_LUMO (Ha): -0.15055
Energy relative to the best compared isomer or geometry (same formula, charge and spin) (kJ/mol): 45.8

Geometry as ORCA input:
```
! RIJCOSX wB97M-V def2-TZVPD def2/J DEFGRID3
* xyz 1 1
C -0.21 2.03 -0.38
H -0.66 2.42 -1.30
H 1.26 3.61 -0.16
C -0.48 -2.36 -0.09
H 0.55 1.29 -0.63
H -0.26 3.87 0.73
H 0.89 2.71 1.31
H 0.47 -0.67 -0.22
H -1.41 -1.80 -0.17
H -1.39 -4.09 0.54
H -0.99 1.58 0.22
H 0.22 -4.25 -0.01
N -0.56 -3.64 0.17
C 0.47 3.14 0.40
H 1.50 -2.18 -0.18
N 0.63 -1.67 -0.23
*
```

natural (NBO) population analysis, charges in e, atoms 1 to 8: number 1, C, carries -0.60; number 2, H, carries 0.22; number 3, H, carries 0.22; number 4, C, carries 0.41; number 5, H, carries 0.16; number 6, H, carries 0.22; number 7, H, carries 0.20; number 8, H, carries 0.45